{
  "formula": "C37H82F4N9O8P2S",
  "method": "wB97M-V/def2-TZVPD",
  "orbital_gap_ev": 5.901,
  "charge": 1,
  "e_homo_ev": -9.1409,
  "symbols": ["C", "C", "C", "N", "C", "C", "C", "C", "C", "S", "O", "O", "O", "C", "C", "C", "O", "C", "C", "O", "C", "F", "F", "F", "N", "C", "C", "C", "O", "C", "C", "C", "C", "N", "C", "C", "C", "C", "F", "H", "H", "H", "H", "H", "H", "H", "H", "H", "H", "H", "H", "H", "H", "H", "H", "H", "H", "H", "H", "H", "H", "H", "H", "H", "H", "H", "H", "H", "H", "H", "H", "H", "H", "H", "H", "H", "H", "H", "H", "H", "H", "H", "H", "H", "H", "O", "P", "N", "C", "C", "N", "C", "C", "N", "C", "C", "H", "H", "H", "H", "H", "H", "H", "H", "H", "H", "H", "H", "H", "H", "H", "H", "H", "H", "O", "P", "N", "C", "C", "N", "C", "C", "N", "C", "C", "H", "H", "H", "H", "H", "H", "H", "H", "H", "H", "H", "H", "H", "H", "H", "H", "H", "H"],
  "coordinates": [[-0.4009, -0.4168, -3.3961], [0.4144, -0.3481, -2.0286], [0.6996, 1.1577, -1.4772], [0.9154, -1.3314, -1.3158], [-0.0202, -2.1719, -0.5325], [0.5290, -2.1744, 1.0102], [1.8980, -1.3741, 1.2276], [3.2147, -2.2018, 0.7435], [4.2471, -1.2937, -0.0934], [5.0710, -0.0996, 1.0545], [4.5550, -0.1596, 2.4679], [6.5560, -0.3285, 0.9943], [4.7004, 1.4452, 0.4744], [-1.5688, -1.7970, -0.5534], [-1.9988, -0.4286, 0.1850], [-2.6174, 0.6565, -0.8527], [-2.8515, 1.8065, -0.3884], [-2.4521, -2.9426, 0.2208], [-3.9872, -2.7955, -0.1612], [-4.8378, -2.6147, 1.0345], [-6.0203, -1.9454, 0.6648], [-6.9643, -2.1021, 1.7037], [-6.6176, -2.4819, -0.5015], [-5.8716, -0.5623, 0.4631], [-1.8681, -4.3145, 0.1214], [-2.8354, -5.4318, 0.5016], [-1.9646, -6.5947, 1.2417], [-2.1175, -6.3371, 2.8440], [-2.6587, -7.8563, 0.9943], [-1.1286, -4.5847, -1.1604], [-1.9953, -4.4632, -2.4920], [-1.8440, -5.7626, -3.4704], [-3.2678, -6.4622, -3.7760], [-4.1886, -5.5148, -4.4796], [0.2133, -3.7105, -1.1058], [0.9312, -3.7508, -2.5500], [2.5491, -3.7970, -2.4646], [3.1250, -5.1308, -1.8043], [2.1749, -6.2048, -1.6698], [-1.1764, 0.4335, -3.4888], [-0.9877, -1.3928, -3.4614], [0.2649, -0.3726, -4.3349], [1.6524, 1.5919, -1.9674], [0.7867, 1.1134, -0.3436], [-0.1499, 1.8804, -1.7612], [0.7128, -3.2386, 1.4147], [-0.2243, -1.7155, 1.7518], [2.0297, -1.2894, 2.3736], [1.8916, -0.2980, 0.8507], [3.7945, -2.5400, 1.6844], [2.8990, -3.1592, 0.2164], [3.6282, -0.6993, -0.8448], [4.9756, -1.9478, -0.6837], [4.8179, 1.4379, -0.5108], [-2.0433, -1.7494, -1.6070], [-2.8221, -0.5795, 0.9733], [-1.0706, 0.0441, 0.6481], [-2.8511, 0.3942, -1.9551], [-2.3670, -2.6432, 1.3353], [-4.4398, -3.6342, -0.7786], [-4.1417, -1.8299, -0.7777], [-1.1370, -4.3639, 0.8678], [-3.3404, -5.8397, -0.4324], [-3.5896, -5.0870, 1.3009], [-0.8724, -6.6095, 0.9146], [-2.1295, -5.2090, 3.0862], [-3.0852, -6.7960, 3.2531], [-1.2351, -6.8272, 3.3813], [-1.9984, -8.5393, 1.2713], [-0.7909, -5.6882, -1.0919], [-3.1280, -4.3613, -2.3257], [-1.7139, -3.5664, -3.1619], [-1.1857, -6.5800, -2.9983], [-1.2924, -5.4551, -4.4363], [-3.7107, -6.9420, -2.8331], [-3.0233, -7.3436, -4.4812], [-4.6321, -6.0647, -5.2373], [-4.8909, -5.2409, -3.7789], [0.9339, -4.3082, -0.4247], [0.6513, -4.7813, -2.9988], [0.5459, -2.9830, -3.2919], [2.9272, -2.8231, -2.0146], [2.9008, -3.7944, -3.5654], [3.6049, -4.9819, -0.7702], [3.9744, -5.5113, -2.4834], [8.4966, 5.9097, -0.3409], [8.5788, 4.8300, 0.7543], [8.6874, 5.9861, 2.0413], [9.4610, 5.8393, 3.2708], [7.3603, 6.4891, 2.3987], [10.1977, 4.3556, 0.1832], [11.4438, 4.7177, 0.8612], [10.4522, 4.6976, -1.2399], [8.5873, 3.5194, 1.9656], [9.6955, 2.6722, 2.3792], [7.4901, 2.5984, 1.5775], [9.0390, 5.0991, 3.9599], [9.4913, 6.7960, 3.7982], [10.5002, 5.5881, 3.0740], [6.7401, 5.7213, 2.8714], [6.8379, 6.8458, 1.5040], [7.4279, 7.3513, 3.0722], [11.5140, 5.7869, 1.0809], [12.3121, 4.4508, 0.2462], [11.6284, 4.1501, 1.7695], [10.6873, 5.7643, -1.3628], [9.6009, 4.4525, -1.8754], [11.3044, 4.1356, -1.6320], [10.1915, 2.1695, 1.5430], [9.3436, 1.8868, 3.0581], [10.4153, 3.2160, 2.9874], [7.7172, 2.1018, 0.6267], [6.5529, 3.1553, 1.4583], [7.3059, 1.8326, 2.3347], [-7.0503, 6.0285, -0.7830], [-7.0490, 5.0615, 0.4149], [-6.5909, 3.6949, -0.5484], [-7.0274, 2.3171, -0.3539], [-5.1450, 3.6840, -0.7772], [-8.8204, 5.1905, 0.5384], [-9.7503, 4.1560, 0.0825], [-9.3688, 6.4449, -0.0392], [-6.9917, 4.0235, 1.8662], [-8.0950, 3.3925, 2.5748], [-6.2342, 4.7897, 2.8871], [-6.5901, 1.8482, 0.5350], [-6.7329, 1.7160, -1.2185], [-8.1102, 2.2331, -0.3024], [-4.5834, 3.4807, 0.1384], [-4.8178, 4.6535, -1.1694], [-4.8647, 2.9430, -1.5339], [-9.5527, 3.8271, -0.9421], [-10.7842, 4.5210, 0.1168], [-9.7957, 3.2893, 0.7370], [-9.4176, 6.3964, -1.1363], [-8.7783, 7.3158, 0.2456], [-10.3858, 6.6293, 0.3178], [-8.8803, 4.0962, 2.8675], [-7.7362, 2.9164, 3.4948], [-8.5110, 2.5577, 2.0144], [-6.7941, 5.6787, 3.2017], [-5.2719, 5.1184, 2.4774], [-6.0101, 4.1882, 3.7722]],
  "atomic_forces_ev_per_a": [[-1.12, -0.23, 0.33], [0.99, 1.12, 0.18], [0.38, -0.21, -1.20], [-3.24, 2.89, 0.27], [1.23, -2.77, -0.28], [0.17, 0.67, 0.67], [0.62, -0.60, 1.42], [0.18, 0.51, 1.02], [-1.90, -0.84, -0.78], [3.40, 0.00, 3.55], [0.35, 0.36, -4.38], [-4.02, 0.67, -0.80], [0.10, -2.35, -0.35], [-1.64, -0.51, 0.17], [0.17, 0.28, -1.39], [-0.27, 3.10, 2.71], [0.99, -4.48, -2.24], [-0.21, 2.43, 1.15], [-0.35, 0.81, -1.09], [-1.23, 1.06, -1.62], [-2.01, 0.02, 0.97], [2.54, 0.34, -2.45], [1.52, 1.19, 2.34], [0.10, -3.13, 0.24], [-0.41, -0.64, 0.75], [0.09, -1.63, 0.77], [-2.00, 0.35, 1.46], [0.79, 0.26, -0.23], [2.16, 0.63, -0.07], [1.36, -0.83, -1.36], [-0.50, -0.27, -1.27], [-0.02, -0.45, 0.37], [1.58, -0.53, -0.67], [0.11, -1.28, 0.79], [0.05, -0.43, -0.63], [0.11, -1.77, 0.20], [-1.05, 0.17, -1.32], [1.42, 0.09, 0.04], [0.73, 1.47, -0.26], [1.42, -1.20, 0.18], [0.85, 1.16, 0.02], [-0.64, 0.02, 1.70], [-1.38, -0.63, 0.94], [0.10, 0.07, -1.63], [1.20, -1.23, 0.33], [-0.30, 1.39, -0.78], [0.91, -0.57, -1.24], [-0.35, -0.01, -1.78], [-0.11, -1.67, 0.27], [-1.03, 0.47, -1.44], [0.61, 1.47, 0.26], [0.84, -0.58, 0.96], [-0.51, 1.27, 1.23], [0.10, 0.05, 1.02], [1.22, -0.21, 1.40], [1.35, 0.23, -1.06], [-1.45, -0.46, -0.45], [0.31, 0.18, 1.48], [-0.29, -0.75, -1.67], [0.87, 0.87, 0.86], [0.61, -1.58, 0.79], [-0.50, 0.25, -0.69], [0.66, 0.64, 1.23], [1.06, -0.18, -1.61], [-1.37, 0.01, 0.26], [0.19, -1.65, -0.26], [1.36, 0.68, -0.94], [-1.25, 0.77, -0.61], [-1.04, 0.50, -0.37], [-0.64, 1.72, -0.03], [1.69, -0.03, 0.14], [-0.32, -1.20, 1.51], [-0.83, 1.28, -0.46], [-1.20, -0.47, 1.42], [0.63, 0.82, -1.10], [-0.43, 1.33, 1.12], [-0.02, 0.84, 0.80], [0.05, -0.12, -0.97], [-1.19, 1.15, -0.80], [0.37, 1.61, 0.62], [0.69, -0.79, 1.19], [-0.32, -1.51, -0.26], [-0.53, 0.04, 1.73], [-1.00, -0.13, -1.42], [-1.45, 0.38, 1.07], [-4.27, -2.11, -0.37], [8.68, 3.59, 1.93], [-0.56, 0.99, 0.67], [0.03, -0.52, -0.13], [-0.16, 0.48, -0.64], [0.64, -0.40, -0.95], [0.19, -0.41, 0.51], [-0.38, 0.02, -0.01], [-3.45, -1.90, -0.75], [0.81, 0.03, -0.28], [-0.32, 0.23, 0.16], [-0.02, -0.09, 0.05], [-0.20, 0.08, -0.19], [-0.06, -0.15, -0.10], [-0.10, -0.08, 0.28], [0.09, -0.12, 0.04], [0.13, -0.22, -0.02], [-0.02, 0.11, -0.01], [-0.34, 0.11, -0.20], [-0.24, 0.17, 0.21], [-0.14, -0.10, -0.07], [0.05, 0.13, 0.13], [0.02, -0.16, 0.36], [0.13, 0.11, 0.01], [-0.54, 0.18, -0.23], [0.05, 0.19, -0.31], [-0.10, -0.23, 0.10], [0.02, 0.07, -0.08], [0.14, 0.12, -0.04], [3.55, 1.68, 2.69], [-7.11, -4.44, -4.64], [0.87, -0.64, -0.85], [-0.15, 0.26, 0.50], [-0.05, 0.70, -0.46], [-0.90, 0.71, 0.17], [-0.11, -0.50, 0.46], [0.36, 0.16, 0.03], [2.75, 1.82, 2.34], [-0.83, 0.05, -0.21], [0.40, 0.02, -0.02], [0.01, -0.01, 0.12], [0.16, 0.21, -0.10], [0.00, 0.11, 0.14], [0.12, -0.23, 0.08], [-0.10, -0.04, 0.11], [-0.18, 0.00, 0.20], [0.03, 0.01, -0.12], [0.30, 0.28, -0.08], [0.31, -0.16, -0.09], [0.10, 0.10, 0.11], [0.00, -0.16, -0.12], [0.06, -0.33, 0.21], [-0.11, -0.07, -0.13], [0.48, 0.35, -0.12], [-0.10, 0.26, -0.24], [0.09, -0.02, 0.22], [-0.04, 0.08, -0.06], [-0.10, -0.05, -0.15]],
  "lowdin_charge": [-0.04, -0.27, -0.02, 0.07, -0.30, -0.11, -0.18, -0.20, -0.23, 0.73, -0.31, -0.34, -0.21, -0.16, -0.07, -0.17, 0.00, -0.15, -0.09, 0.01, -0.48, 0.11, 0.10, 0.11, -0.05, -0.04, -0.34, -0.05, -0.07, -0.20, -0.12, -0.18, -0.28, -0.02, -0.15, -0.14, -0.15, -0.16, -0.10, 0.09, 0.06, 0.11, 0.10, 0.07, 0.09, 0.12, 0.12, 0.12, 0.10, 0.13, 0.07, 0.09, 0.12, 0.10, 0.13, 0.14, 0.13, 0.13, 0.17, 0.13, 0.15, 0.16, 0.14, 0.16, 0.15, 0.08, 0.11, 0.09, 0.12, 0.16, 0.10, 0.11, 0.11, 0.12, 0.11, 0.12, 0.08, 0.06, 0.14, 0.11, 0.10, 0.08, 0.13, 0.12, 0.13, -0.30, 0.82, -0.32, -0.14, -0.16, -0.30, -0.16, -0.17, -0.30, -0.14, -0.17, 0.08, 0.09, 0.05, 0.07, 0.07, 0.08, 0.09, 0.08, 0.05, 0.08, 0.06, 0.08, 0.09, 0.09, 0.06, 0.07, 0.07, 0.07, -0.29, 0.82, -0.32, -0.14, -0.16, -0.30, -0.16, -0.16, -0.31, -0.14, -0.16, 0.06, 0.08, 0.05, 0.06, 0.08, 0.07, 0.08, 0.08, 0.05, 0.08, 0.07, 0.08, 0.09, 0.09, 0.06, 0.08, 0.07, 0.08]
}